one) The following is a DFT calculation (the ωB97M-V functional and the def2-TZVPD basis) of a molecular structure, C38H30Cl2F3N8O5RbS.

Element x y z (Å)
Rb -1.027 0.749 0.257
Cl 1.782 6.548 4.758
C 1.132 5.675 3.386
C 1.630 4.421 3.091
C 1.161 3.660 2.016
N 1.641 2.347 1.867
C 2.950 2.212 1.840
O 3.865 3.057 1.720
C 3.450 0.808 2.138
C 3.439 0.406 3.481
C 3.995 -0.802 3.838
C 4.563 -1.594 2.843
C 4.522 -1.122 1.546
N 3.979 0.043 1.184
C 0.153 4.218 1.187
C -0.337 5.492 1.509
C 0.134 6.210 2.590
Cl -0.543 7.791 2.921
N -0.370 3.449 0.148
C -0.920 4.039 -0.901
O -0.998 5.243 -1.228
C -1.617 3.079 -1.855
C -2.951 3.335 -2.177
C -3.615 2.475 -3.026
C -2.923 1.396 -3.564
C -1.600 1.228 -3.202
N -0.954 2.038 -2.361
H 2.420 4.012 3.706
H 2.979 1.059 4.212
H 3.989 -1.130 4.871
H 5.016 -2.552 3.066
H 4.938 -1.720 0.737
H -1.095 5.927 0.876
H -3.439 4.192 -1.734
H -4.664 2.627 -3.252
H -3.404 0.686 -4.226
H -1.022 0.393 -3.591
C 2.370 -1.990 -1.258
C 2.210 -1.278 -2.614
C 2.667 0.156 -2.489
C 3.803 0.637 -3.122
C 4.204 1.943 -2.859
C 3.451 2.714 -1.995
C 2.308 2.155 -1.431
N 1.931 0.903 -1.665
N 1.110 -2.454 -0.695
C 0.564 -3.587 -1.406
C -0.951 -3.635 -1.531
C -1.562 -4.855 -1.815
C -2.935 -4.900 -1.968
C -3.660 -3.726 -1.832
C -2.968 -2.556 -1.559
N -1.640 -2.506 -1.416
C 1.257 -2.703 0.732
C -0.051 -3.030 1.402
C -0.397 -4.340 1.717
C -1.639 -4.596 2.283
C -2.488 -3.532 2.525
C -2.049 -2.255 2.202
N -0.865 -2.005 1.651
H 2.785 -1.273 -0.553
H 3.094 -2.824 -1.340
H 1.151 -1.276 -2.882
H 2.764 -1.790 -3.404
H 4.369 -0.002 -3.788
H 5.101 2.342 -3.318
H 3.735 3.723 -1.733
H 1.672 2.724 -0.763
H 0.900 -4.537 -0.951
H 0.965 -3.591 -2.424
H -0.960 -5.754 -1.896
H -3.435 -5.839 -2.178
H -4.737 -3.707 -1.927
H -3.486 -1.611 -1.440
H 1.662 -1.801 1.191
H 1.970 -3.529 0.919
H 0.296 -5.144 1.501
H -1.937 -5.609 2.523
H -3.471 -3.673 2.955
H -2.686 -1.392 2.366
F -5.154 -1.802 0.917
C -5.693 -0.585 0.721
F -6.374 -0.643 -0.434
F -6.585 -0.387 1.698
S -4.396 0.727 0.686
O -5.161 1.937 0.551
O -3.710 0.526 1.947
O -3.608 0.338 -0.472

Its HOMO energy is -1.57 eV. The calculation puts the gap between HOMO and LUMO at 4.95 eV. The LUMO energy is 3.387 eV. As for the net charge: -2.

Here are the Löwdin charges for atoms 1 to 2, given in e:
1 Rb 0.81
2 Cl 0.58

---

two) The following is a DFT calculation (the ωB97M-V functional and the def2-TZVPD basis) of a molecular structure, C38H30Cl2F3N8O5RbS.

Element x y z (Å)
Rb 0.040 0.169 -1.870
Cl 5.287 -0.574 -6.262
C 4.323 -1.036 -4.879
C 4.031 -0.086 -3.918
C 3.265 -0.387 -2.782
N 2.871 0.564 -1.866
C 3.516 1.703 -1.690
O 4.628 2.096 -2.107
C 2.744 2.683 -0.819
C 2.933 4.053 -1.023
C 2.258 4.957 -0.224
C 1.443 4.476 0.793
C 1.331 3.102 0.933
N 1.944 2.225 0.141
C 2.792 -1.727 -2.628
C 3.120 -2.666 -3.611
C 3.866 -2.333 -4.727
Cl 4.209 -3.558 -5.923
N 1.939 -2.053 -1.590
C 2.049 -3.229 -0.991
O 2.937 -4.095 -1.087
C 0.861 -3.610 -0.122
C -0.376 -3.831 -0.739
C -1.401 -4.397 -0.006
C -1.184 -4.681 1.338
C 0.053 -4.367 1.875
N 1.064 -3.880 1.165
H 4.400 0.921 -4.036
H 3.615 4.373 -1.798
H 2.369 6.024 -0.385
H 0.907 5.147 1.454
H 0.726 2.670 1.722
H 2.772 -3.683 -3.490
H -0.508 -3.594 -1.787
H -2.358 -4.617 -0.466
H -1.960 -5.121 1.953
H 0.256 -4.533 2.931
C -3.291 0.431 2.281
C -2.877 -0.804 1.476
C -3.722 -0.980 0.247
C -4.849 -1.805 0.259
C -5.636 -1.893 -0.874
C -5.297 -1.146 -1.981
C -4.171 -0.339 -1.916
N -3.385 -0.261 -0.842
N -2.111 1.057 2.817
C -2.190 2.459 3.095
C -2.455 3.310 1.859
C -2.876 4.629 2.003
C -3.089 5.393 0.866
C -2.892 4.816 -0.377
C -2.481 3.491 -0.427
N -2.267 2.759 0.663
C -1.320 0.253 3.746
C 0.169 0.311 3.472
C 1.065 0.886 4.360
C 2.416 0.913 4.014
C 2.806 0.375 2.806
C 1.830 -0.168 1.965
N 0.544 -0.198 2.298
H -4.047 0.179 3.051
H -3.754 1.142 1.596
H -2.924 -1.702 2.087
H -1.849 -0.627 1.160
H -5.097 -2.365 1.153
H -6.510 -2.534 -0.893
H -5.880 -1.189 -2.891
H -3.878 0.253 -2.772
H -1.229 2.769 3.522
H -2.967 2.705 3.847
H -3.031 5.050 2.990
H -3.415 6.422 0.955
H -3.059 5.374 -1.288
H -2.325 2.991 -1.377
H -1.615 -0.789 3.617
H -1.522 0.541 4.792
H 0.723 1.299 5.302
H 3.141 1.356 4.687
H 3.841 0.382 2.493
H 2.089 -0.585 0.995
F 0.743 1.443 -5.021
C -0.445 1.173 -5.575
F -0.804 2.241 -6.317
F -0.292 0.136 -6.408
S -1.735 0.824 -4.277
O -2.982 0.988 -4.985
O -1.432 -0.527 -3.862
O -1.451 1.851 -3.293

Its HOMO energy is -1.39 eV. The calculation puts the gap between HOMO and LUMO at 4.87 eV. The LUMO energy is 3.479 eV. As for the net charge: -2.

Here are the Löwdin charges for atoms 1 to 2, given in e:
1 Rb 0.88
2 Cl 0.58

---

Ranked by calculated energy, most stable first: one), two).